Density functional theory data (the ωB97M-V functional and the def2-TZVPD basis) for an isolated molecule of C3H8N2O.

The geometry in XYZ format:
```
14
C3H8N2O, DFT the ωB97M-V functional and the def2-TZVPD basis
C -0.528 -0.280 1.524
N 0.008 0.466 0.316
C 1.485 0.637 0.411
C -0.327 0.116 -1.137
O 0.192 0.727 -2.041
N -1.245 -0.850 -1.218
H -1.606 -0.403 1.343
H -0.034 -1.260 1.537
H -0.397 1.393 0.443
H 1.843 1.277 -0.396
H 1.689 1.052 1.396
H 1.940 -0.353 0.329
H -1.522 -1.171 -2.132
H -1.497 -1.350 -0.373
```

Calculated values
Highest occupied orbital energy: -6.898 eV
Multiplicity: 1
E_LUMO: 0.68 eV
Charge: 0
Orbital gap: 7.58 eV

***

Density functional theory data (the ωB97M-V functional and the def2-TZVPD basis) for a cluster of 2 separate species, C4H11NO2 in total at a distorted geometry.

The geometry in XYZ format:
```
18
C4H11NO2, DFT the ωB97M-V functional and the def2-TZVPD basis
C -0.987 -0.568 2.293
C 0.145 0.398 2.395
O -0.411 1.540 2.991
O 1.305 0.393 2.129
H -0.890 -1.496 1.743
H -1.890 0.018 2.113
H -1.279 -0.926 3.292
C 0.783 0.116 -2.333
C -0.745 -0.006 -2.097
N 1.456 -0.826 -1.474
H 0.806 -0.045 -3.416
H 1.016 1.179 -2.220
H -1.168 0.356 -1.159
H -1.025 -1.050 -2.280
H 2.205 -1.325 -1.924
H 1.596 -0.510 -0.524
H 0.346 2.101 3.285
H -1.261 0.652 -2.812
```

Calculated values
Highest occupied orbital energy: -8.754 eV
Multiplicity: 1
E_LUMO: 0.75 eV
Charge: 0
SMILES string: CC(=O)O.CCN
Orbital gap: 9.50 eV

***

Density functional theory data (the ωB97M-V functional and the def2-TZVPD basis) for an isolated molecule of C4H3NO at a distorted geometry.

The geometry in XYZ format:
```
9
C4H3NO, DFT the ωB97M-V functional and the def2-TZVPD basis
O -1.149 1.096 -0.651
C -0.494 -0.055 -0.195
C 0.980 0.087 -0.137
C 2.179 0.215 -0.190
C -1.124 -0.832 0.899
N -1.677 -1.732 1.374
H -1.132 1.826 -0.015
H -0.832 -0.900 -0.834
H 3.249 0.295 -0.250
```

Calculated values
Highest occupied orbital energy: -10.926 eV
Multiplicity: 1
E_LUMO: 0.37 eV
Charge: 0
SMILES string: C#C[C@H](O)C#N
Orbital gap: 11.30 eV

***

Density functional theory data (the ωB97M-V functional and the def2-TZVPD basis) for a structure of composition C25H24Cl5MnN5O3P at a distorted geometry.

The geometry in XYZ format:
```
64
C25H24Cl5MnN5O3P, DFT the ωB97M-V functional and the def2-TZVPD basis
Mn 0.252 -0.061 -0.056
C -1.197 -2.982 0.949
N -1.139 -2.255 -0.316
C -0.535 -2.944 -1.454
C -0.368 -1.909 -2.516
N -0.209 -0.633 -2.202
C -0.157 0.053 -3.401
C -0.067 1.413 -3.682
C -0.025 1.794 -5.006
C -0.080 0.857 -6.039
C -0.205 -0.495 -5.786
C -0.252 -0.883 -4.455
N -0.405 -2.111 -3.845
C -0.762 -2.050 2.032
N -0.075 -0.944 1.774
C 0.191 -0.359 2.995
C 0.920 0.783 3.307
C 1.016 1.117 4.642
C 0.407 0.347 5.637
C -0.300 -0.804 5.344
C -0.384 -1.155 4.006
N -0.974 -2.214 3.345
H -0.489 -3.817 0.920
H -2.193 -3.388 1.173
H -2.061 -1.919 -0.587
H -1.137 -3.788 -1.818
H 0.447 -3.318 -1.144
H -0.058 2.146 -2.893
H 0.059 2.839 -5.257
H -0.042 1.204 -7.058
H -0.260 -1.214 -6.588
H -0.521 -2.996 -4.319
H 1.407 1.362 2.535
H 1.585 1.984 4.937
H 0.489 0.658 6.666
H -0.758 -1.398 6.120
H -1.442 -2.996 3.777
Cl 1.773 1.581 -1.065
C 2.830 0.284 -0.602
C 2.126 -0.794 -0.059
C 2.927 -1.834 0.423
Cl 2.203 -3.214 1.128
C 4.325 -1.781 0.370
Cl 5.262 -3.051 1.035
C 4.971 -0.677 -0.208
Cl 6.671 -0.604 -0.264
C 4.205 0.390 -0.710
Cl 4.937 1.772 -1.397
C -2.932 3.281 -0.716
O -2.053 2.150 -0.789
P -1.342 1.536 0.521
O -0.862 2.775 1.407
C 0.224 3.662 1.167
O -2.516 1.230 1.574
C -3.642 0.400 1.329
H -3.839 3.032 -1.265
H -2.446 4.136 -1.187
H -3.182 3.530 0.315
H 0.344 4.239 2.084
H 0.003 4.337 0.340
H 1.155 3.128 0.965
H -4.032 0.118 2.308
H -3.367 -0.500 0.772
H -4.419 0.946 0.788
```

Calculated values
<S²>: 6.138
Highest occupied orbital energy (alpha / beta): -13.974 / -13.963 eV
Multiplicity: 5
E_LUMO (alpha / beta): -7.54 / -6.56 eV
Charge: +2
Orbital gap (alpha / beta): 6.43 / 7.40 eV

***

Density functional theory data (the ωB97M-V functional and the def2-TZVPD basis) for a cluster of 2 separate species, C6H12N2O2 in total at a distorted geometry.

The geometry in XYZ format:
```
22
C6H12N2O2, DFT the ωB97M-V functional and the def2-TZVPD basis
C -1.378 0.724 -0.677
C -2.203 -0.362 -0.459
C -1.204 1.296 -2.065
C 0.672 -0.046 -0.360
O 0.762 -0.970 -1.384
O 1.387 0.950 -0.382
H 1.263 -0.558 -2.104
H -1.374 1.482 0.101
H -2.385 -1.056 -1.271
H -1.194 0.505 -2.814
H -2.922 -0.360 0.351
H -1.269 -1.390 0.561
H -0.256 1.836 -2.112
H -2.001 2.007 -2.286
C 1.850 -0.893 1.813
N 2.098 0.400 2.402
C 0.571 -0.933 0.976
N -0.421 -1.616 1.258
H 2.211 1.105 1.679
H 1.348 0.676 3.023
H 1.764 -1.647 2.596
H 2.682 -1.147 1.154
```

Calculated values
Highest occupied orbital energy: -8.942 eV
Multiplicity: 1
E_LUMO: -0.36 eV
Charge: 0
SMILES string: [H]/N=C(/CN)C(=O)O.C=CC
Orbital gap: 8.59 eV

***

Density functional theory data (the ωB97M-V functional and the def2-TZVPD basis) for a cluster of 2 separate species, C2H5P in total at a distorted geometry.

The geometry in XYZ format:
```
8
C2H5P, DFT the ωB97M-V functional and the def2-TZVPD basis
C 1.483 -0.940 -0.372
C -0.986 0.536 0.360
P 2.789 -1.741 -0.327
H -0.220 1.294 -0.131
H -1.600 -0.018 -0.327
H -1.758 1.165 0.880
H -0.371 0.027 0.911
H 0.663 -0.323 -0.993
```

Calculated values
<S²>: 2.006
Highest occupied orbital energy (alpha / beta): -6.624 / -10.308 eV
Multiplicity: 3
E_LUMO (alpha / beta): 0.42 / -2.83 eV
Charge: 0
Orbital gap (alpha / beta): 7.04 / 7.47 eV

***

Density functional theory data (the ωB97M-V functional and the def2-TZVPD basis) for a structure of composition C4H5O3Rb at a distorted geometry.

The geometry in XYZ format:
```
13
C4H5O3Rb, DFT the ωB97M-V functional and the def2-TZVPD basis
O -1.259 -1.938 -0.042
C -0.357 -2.242 -0.782
C 0.923 -2.401 -1.093
H 1.166 -2.726 -2.107
H 1.635 -2.523 -0.272
C -1.897 0.259 0.551
O -1.167 1.097 0.077
Rb 2.164 0.946 -1.442
O -3.117 0.347 0.918
C -4.026 1.160 0.125
H -3.832 2.218 0.332
H -3.879 0.933 -0.936
H -5.029 0.881 0.452
```

Calculated values
<S²>: 0.754
Highest occupied orbital energy (alpha / beta): -11.200 / -13.105 eV
Multiplicity: 2
E_LUMO (alpha / beta): -3.90 / -3.94 eV
Charge: +1
Orbital gap (alpha / beta): 7.30 / 9.16 eV

***

Density functional theory data (the ωB97M-V functional and the def2-TZVPD basis) for a structure of composition C30H37F5MoNO5SbSe at a distorted geometry.

The geometry in XYZ format:
```
81
C30H37F5MoNO5SbSe, DFT the ωB97M-V functional and the def2-TZVPD basis
Mo -0.690 0.441 0.774
F 4.697 -3.267 0.969
C 3.695 -2.484 0.553
C 2.376 -2.921 0.659
F 2.107 -4.125 1.171
C 1.359 -2.097 0.213
F 0.067 -2.498 0.260
C 1.585 -0.810 -0.303
O 0.607 -0.026 -0.660
C 2.932 -0.417 -0.412
F 3.204 0.802 -0.908
C 3.968 -1.235 0.004
F 5.237 -0.830 -0.116
O 1.213 0.641 1.916
Se 0.254 0.397 3.232
O 0.765 1.118 4.518
O -1.124 1.145 2.603
O -0.046 -1.132 3.358
C -4.009 -0.812 -3.821
C -2.665 -0.489 -3.721
C -2.068 -0.342 -2.484
C -2.826 -0.498 -1.314
C -4.165 -0.884 -1.425
C -4.747 -1.026 -2.669
N -2.202 -0.281 -0.099
C -2.896 -0.609 1.096
C -2.519 -1.724 1.856
C -3.170 -2.013 3.045
C -4.222 -1.223 3.478
C -4.655 -0.162 2.694
C -4.004 0.148 1.515
H -4.474 -0.906 -4.789
H -2.078 -0.352 -4.615
H -1.009 -0.129 -2.394
H -4.745 -1.058 -0.531
H -5.787 -1.303 -2.740
H -1.744 -2.388 1.496
H -2.846 -2.860 3.634
H -4.726 -1.448 4.407
H -5.504 0.430 3.006
H -4.363 0.957 0.893
C -0.952 3.134 -2.297
C 0.328 3.626 -1.639
C 0.500 5.122 -1.868
C 1.506 2.873 -2.234
Sb 0.202 3.014 0.560
C 2.122 3.865 1.621
C 1.905 3.898 3.124
C 3.253 2.909 1.288
C 2.433 5.261 1.097
C -1.585 4.199 1.318
C -1.746 5.541 0.619
C -1.492 4.397 2.826
C -2.786 3.308 1.017
H -0.856 3.199 -3.384
H -1.804 3.743 -2.002
H -1.146 2.091 -2.029
H 1.081 5.291 -2.773
H 1.015 5.613 -1.056
H -0.454 5.620 -2.000
H 1.587 3.082 -3.302
H 1.367 1.802 -2.106
H 2.442 3.170 -1.769
H 1.564 2.938 3.510
H 1.205 4.675 3.421
H 2.861 4.112 3.605
H 3.011 1.904 1.626
H 4.160 3.226 1.803
H 3.456 2.888 0.220
H 1.563 5.915 1.141
H 2.805 5.223 0.075
H 3.212 5.700 1.722
H -0.880 6.184 0.758
H -2.614 6.053 1.034
H -1.911 5.410 -0.446
H -0.803 5.202 3.073
H -1.180 3.477 3.323
H -2.476 4.664 3.217
H -2.793 2.974 -0.024
H -3.710 3.852 1.215
H -2.759 2.438 1.676
```

Calculated values
<S²>: 2.026
Highest occupied orbital energy (alpha / beta): -8.093 / -8.598 eV
Multiplicity: 3
E_LUMO (alpha / beta): -1.07 / -0.93 eV
Charge: 0
Orbital gap (alpha / beta): 7.03 / 7.67 eV

***

Density functional theory data (the ωB97M-V functional and the def2-TZVPD basis) for a structure of composition C25H33BrI3N6O5SW.

The geometry in XYZ format:
```
75
C25H33BrI3N6O5SW, DFT the ωB97M-V functional and the def2-TZVPD basis
W 1.724 -1.331 0.477
I 2.781 6.295 -0.561
C 2.146 4.339 -0.272
C 0.894 4.079 0.260
C 0.449 2.775 0.459
I -1.500 2.666 1.217
C 1.268 1.691 0.153
O 0.899 0.408 0.376
C 2.534 1.982 -0.396
C 3.367 0.202 -1.777
N 2.253 -0.763 -1.619
C 2.336 -1.977 -2.450
C 1.169 -2.856 -2.084
C 0.729 -3.876 -2.904
C -0.350 -4.647 -2.502
C -0.984 -4.358 -1.301
C -0.497 -3.329 -0.531
N 0.574 -2.594 -0.900
C 2.970 3.276 -0.600
H 0.244 4.903 0.518
H 4.297 -0.357 -1.870
H 3.211 0.821 -2.664
H 1.398 -0.271 -1.883
H 3.273 -2.493 -2.232
H 2.308 -1.741 -3.516
H 1.226 -4.058 -3.847
H -0.702 -5.458 -3.126
H -1.841 -4.923 -0.967
H -0.967 -3.059 0.406
H 3.964 3.432 -0.997
N -6.955 3.438 1.801
C -6.897 2.120 2.531
C -5.800 1.247 1.918
N -5.947 1.067 0.488
C -6.028 2.342 -0.206
C -7.136 3.250 0.313
H -6.090 3.956 1.969
H -7.711 4.013 2.176
H -7.880 1.666 2.412
H -6.730 2.331 3.587
H -5.809 0.286 2.428
H -4.829 1.702 2.098
H -6.744 0.483 0.264
H -6.191 2.177 -1.269
H -5.062 2.850 -0.110
H -8.120 2.803 0.178
H -7.125 4.235 -0.151
Br 0.077 -5.458 4.296
C 0.247 -3.628 3.939
C 0.007 -2.666 4.911
C 0.166 -1.331 4.577
C 0.576 -0.986 3.305
N 0.812 -1.922 2.368
C 0.638 -3.218 2.681
H -0.295 -2.960 5.907
H -0.013 -0.553 5.305
H 0.730 0.044 3.013
H 0.830 -3.944 1.900
C 5.335 -0.005 2.952
S 4.556 -0.766 1.563
O 4.649 -2.270 2.043
O 3.075 -0.388 1.772
O 3.464 0.967 -0.615
H 4.881 -0.395 3.861
H 5.177 1.069 2.852
H 6.397 -0.240 2.905
N 5.236 -3.435 -0.017
C 4.237 -3.245 0.946
O 3.109 -2.699 0.342
C 3.904 -4.524 1.685
I 5.468 -5.232 2.934
H 5.555 -2.585 -0.463
H 6.021 -3.975 0.329
H 3.716 -5.298 0.945
H 3.025 -4.376 2.303
```

Calculated values
<S²>: 2.011
Highest occupied orbital energy (alpha / beta): -14.269 / -14.510 eV
Multiplicity: 3
E_LUMO (alpha / beta): -8.18 / -7.97 eV
Charge: +3
Orbital gap (alpha / beta): 6.09 / 6.54 eV

***

Density functional theory data (the ωB97M-V functional and the def2-TZVPD basis) for a cluster of 3 separate species, C4H12BrO2 in total at a distorted geometry.

The geometry in XYZ format:
```
19
C4H12BrO2, DFT the ωB97M-V functional and the def2-TZVPD basis
Br 20.164 -16.263 5.036
C 19.383 -12.183 6.617
C 20.798 -12.543 6.357
O 20.995 -13.197 5.098
H 18.867 -13.140 6.543
H 18.952 -11.508 5.877
H 19.273 -11.727 7.601
H 21.229 -13.075 7.205
H 21.267 -11.561 6.296
H 20.707 -14.106 5.206
C 22.111 -20.449 4.952
C 20.685 -20.428 5.391
O 20.645 -19.426 6.377
H 22.814 -20.733 5.735
H 22.335 -19.412 4.703
H 22.369 -21.130 4.141
H 20.520 -21.441 5.758
H 20.134 -20.087 4.515
H 20.611 -18.602 5.885
```

Calculated values
Highest occupied orbital energy: -4.465 eV
Multiplicity: 1
E_LUMO: 3.78 eV
Charge: -1
Orbital gap: 8.24 eV

***

Density functional theory data (the ωB97M-V functional and the def2-TZVPD basis) for an isolated molecule of C5H6N2O at a distorted geometry.

The geometry in XYZ format:
```
14
C5H6N2O, DFT the ωB97M-V functional and the def2-TZVPD basis
C 1.182 -0.922 -0.327
C -0.111 0.866 0.236
C -1.451 1.260 -0.080
C -2.090 0.069 -0.102
C -0.018 -0.606 0.535
H 1.031 -0.876 -1.435
H 1.686 -1.863 0.070
H 2.968 0.452 -0.161
H -1.938 2.276 -0.060
H -3.083 -0.133 -0.398
H 0.130 -1.022 1.507
N 1.991 0.268 0.052
N 1.086 1.297 0.093
O -1.383 -1.067 0.068
```

Calculated values
Highest occupied orbital energy: -7.584 eV
Multiplicity: 1
E_LUMO: 1.04 eV
Charge: 0
SMILES string: C1=CC2=NNC[C@@H]2O1
Orbital gap: 8.62 eV

***

Density functional theory data (the ωB97M-V functional and the def2-TZVPD basis) for a structure of composition C15H21Cl3CoF4N6Si.

The geometry in XYZ format:
```
51
C15H21Cl3CoF4N6Si, DFT the ωB97M-V functional and the def2-TZVPD basis
Co -0.614 -0.632 0.186
C 0.688 -1.872 -2.255
N 0.779 -2.020 -0.797
C 2.183 -1.958 -0.387
C 0.201 -3.311 -0.362
C -1.309 -3.324 -0.506
N -1.805 -2.129 0.147
C -3.133 -1.987 0.439
C -3.511 -0.910 1.253
F -2.531 -0.086 1.713
C -4.812 -0.647 1.609
F -5.061 0.405 2.402
C -5.851 -1.447 1.171
C -5.509 -2.510 0.361
F -6.468 -3.318 -0.114
C -4.202 -2.779 -0.002
F -3.985 -3.820 -0.834
H 1.212 -2.691 -2.763
H 1.128 -0.922 -2.551
H -0.355 -1.869 -2.569
H 2.763 -2.769 -0.845
H 2.257 -2.040 0.697
H 2.615 -1.008 -0.703
H 0.457 -3.431 0.693
H 0.657 -4.137 -0.924
H -1.688 -4.245 -0.054
H -1.588 -3.363 -1.565
H -6.876 -1.248 1.444
C 2.151 4.620 0.568
C 3.374 3.728 0.362
C 3.441 3.145 -1.052
C 3.561 2.686 1.460
N 2.496 1.676 1.559
C 1.423 1.420 0.821
N 0.813 0.377 1.343
N 1.545 -0.009 2.408
N 2.553 0.762 2.542
H 2.139 5.410 -0.183
H 2.165 5.093 1.551
H 1.206 4.084 0.470
H 4.256 4.364 0.492
H 2.480 2.764 -1.399
H 4.172 2.338 -1.122
H 3.737 3.918 -1.761
H 3.612 3.164 2.438
H 4.488 2.134 1.305
H 1.086 1.981 -0.033
Cl 0.032 1.737 -2.690
Si -1.424 1.091 -1.268
Cl -3.105 0.678 -2.408
Cl -1.842 2.906 -0.286
```

Calculated values
<S²>: 3.763
Highest occupied orbital energy (alpha / beta): -7.328 / -7.689 eV
Multiplicity: 4
E_LUMO (alpha / beta): 0.29 / 0.16 eV
Charge: 0
Orbital gap (alpha / beta): 7.62 / 7.85 eV

***

What is the multiplicity in the fourth record?
5